<one>
23
Properties=species:S:1:pos:R:3 method="wB97M-V/def2-TZVPD" homo_energy_ev="-4.87 / -9.17" charge=0 orbital_gap_ev="5.78 / 8.41" s2=2.016 multiplicity=3
N 1.722 0.350 -0.144
N 2.936 0.125 -0.090
C 3.260 -1.176 0.599
C -2.619 1.047 0.539
C 0.768 -0.445 0.277
C -2.865 -0.998 -0.625
C -1.474 -1.184 -0.538
C -0.635 -0.259 0.122
C -1.255 0.836 0.704
C 1.356 1.613 -0.834
C -3.434 0.181 -0.084
H -4.503 0.591 -0.175
H -3.517 -1.819 -0.918
H -0.741 1.632 1.119
H 2.765 -2.104 0.072
H 2.943 -1.198 1.613
H -2.988 1.797 1.214
H 1.027 2.257 -0.008
H 2.255 2.005 -1.322
H -1.007 -1.941 -1.076
H 0.620 1.509 -1.551
H 1.096 -1.431 0.645
H 4.293 -1.387 0.459



<two>
23
Properties=species:S:1:pos:R:3 method="wB97M-V/def2-TZVPD" homo_energy_ev="-5.46 / -9.10" charge=0 orbital_gap_ev="6.41 / 8.11" s2=2.026 multiplicity=3
N 2.070 1.410 -1.581
N 1.158 0.889 -0.841
C 0.506 2.076 -0.178
C 0.477 -0.269 -0.653
C -1.516 -0.389 2.534
C -0.643 0.178 1.601
C -2.187 -2.062 1.064
C -1.252 -1.631 0.145
C -2.258 -1.512 2.323
C 2.515 0.687 -2.786
C -0.420 -0.585 0.426
H -2.968 -1.992 3.006
H 2.973 1.362 -3.557
H -2.615 -3.077 0.995
H 0.973 2.440 0.686
H -1.522 0.107 3.481
H 1.028 -1.196 -0.984
H -0.020 0.989 1.885
H -0.462 1.657 0.107
H -1.112 -2.102 -0.922
H 3.202 -0.136 -2.488
H 1.634 0.264 -3.354
H 0.437 2.893 -0.910



Which of them is the most stable? Correct choice: <two>.



<one>
24
Properties=species:S:1:pos:R:3 method="wB97M-V/def2-TZVPD" smiles="C[Si](C)=C=C=Cc1ccccc1" homo_energy_ev="-6.85 / -6.85" charge=0 orbital_gap_ev="6.72 / 6.72"
Si -2.144 0.971 1.443
C 3.337 -1.393 -2.063
C 3.286 -0.810 -0.814
C 2.065 -0.424 -0.253
C 2.171 -1.604 -2.780
C -2.986 1.567 3.028
C -0.437 0.602 1.255
C -3.336 0.795 -0.018
C 2.014 0.144 1.074
C 0.796 0.490 1.475
C 0.957 -1.209 -2.237
C 0.890 -0.619 -0.990
H -4.196 1.453 0.083
H -0.069 -0.331 -0.602
H 0.047 -1.372 -2.799
H 4.290 -1.686 -2.480
H -3.149 2.641 3.004
H 4.197 -0.649 -0.254
H -3.705 -0.223 -0.112
H -2.361 1.351 3.889
H -3.950 1.087 3.182
H -2.831 1.045 -0.946
H 2.208 -2.072 -3.753
H 2.906 0.246 1.665



<two>
24
Properties=species:S:1:pos:R:3 method="wB97M-V/def2-TZVPD" homo_energy_ev=-7.67 charge=0 orbital_gap_ev=7.11
Si 1.607 -0.561 0.907
C -1.838 2.739 -1.126
C -0.006 1.463 -0.030
C -1.346 1.532 -0.648
C -1.111 -0.738 -0.298
C 0.040 0.029 0.219
C -3.177 0.302 -1.537
C 2.539 -2.222 0.817
C 2.729 0.598 1.832
C -1.961 0.305 -0.940
C -3.713 1.458 -2.065
C -3.083 2.656 -1.768
H 3.200 0.249 2.867
H -3.591 3.512 -2.019
H 3.022 -2.385 -0.108
H -1.285 3.672 -0.826
H 2.173 1.545 2.081
H -4.793 1.412 -2.581
H 3.277 -2.476 1.600
H -3.582 -0.638 -1.856
H -1.619 -1.430 0.381
H -0.705 -1.324 -1.107
H 1.741 -3.031 0.832
H 3.639 0.999 1.197



Which of them is the most stable? Correct choice: <one>.



<one>
57
Properties=species:S:1:pos:R:3 method="wB97M-V/def2-TZVPD" smiles="COC(=O)Nc1ccc(S(=O)(=O)N2CCC[C@@H](C(=O)N3CCN(C)CC3)C2)cc1" homo_energy_ev=-8.66 charge=0 orbital_gap_ev=9.16
S 0.072 -0.369 -1.251
O 1.214 -0.224 -0.389
O 0.204 0.039 -2.621
O -0.774 4.276 1.773
O -2.847 -6.441 -2.952
O -2.786 -7.946 -1.269
N -1.245 0.370 -0.511
N -1.879 -5.967 -0.917
N 3.856 3.809 2.403
N 1.130 3.119 2.048
C -1.421 -4.660 -1.051
C -1.736 2.351 -1.903
C -1.079 -2.641 -2.304
C 5.104 4.487 2.132
C -0.803 -4.070 0.054
C -2.533 -6.743 -1.833
C 2.800 4.741 2.761
C -3.470 -8.875 -2.098
C 2.180 2.195 1.682
C -0.012 3.405 1.386
C -0.343 2.552 0.167
C -0.476 -2.066 -1.202
C -0.336 -2.774 -0.023
C -1.554 -3.938 -2.236
C -1.381 3.247 -0.718
C -0.925 1.207 0.623
C -2.200 0.977 -1.417
C 1.541 3.968 3.148
C 3.432 2.981 1.288
H 4.236 2.282 1.047
H -0.694 -4.633 0.970
H 5.037 5.181 1.280
H -0.215 0.658 1.242
H -3.571 -9.783 -1.509
H -2.323 0.295 -2.259
H -3.152 1.059 -0.884
H 5.871 3.744 1.916
H 0.554 2.356 -0.427
H 3.137 5.338 3.611
H -1.155 -2.068 -3.215
H 1.751 3.342 4.021
H 2.416 1.593 2.567
H -0.859 2.210 -2.536
H -0.985 4.200 -1.072
H -1.715 -6.412 -0.024
H -2.025 -4.397 -3.089
H 2.561 5.424 1.926
H 1.889 1.522 0.879
H -2.268 3.460 -0.119
H -2.897 -9.068 -3.007
H -4.451 -8.487 -2.375
H 3.215 3.588 0.390
H 0.153 -2.301 0.814
H 5.402 5.049 3.016
H -2.526 2.810 -2.500
H -1.842 1.374 1.195
H 0.722 4.654 3.372



<two>
57
Properties=species:S:1:pos:R:3 method="wB97M-V/def2-TZVPD" smiles="COC(=O)Nc1ccc(S(=O)(=O)N2CCC[C@@H](C(=O)N3CCN(C)CC3)C2)cc1" homo_energy_ev=-8.50 charge=0 orbital_gap_ev=8.96
S 0.271 2.737 -1.075
O 4.039 -0.300 1.792
O -6.933 -0.471 0.776
O 0.141 4.079 -1.559
O -5.241 -1.436 -0.364
O 0.928 1.772 -1.921
N -5.097 0.709 0.460
N 1.615 -3.802 -0.769
N 0.946 2.811 0.459
N 2.659 -1.299 0.338
C 1.645 -1.347 -0.696
C -1.728 0.831 -1.042
C -1.342 2.098 -0.651
C 3.277 3.587 0.187
C 2.772 1.153 0.365
C -3.833 1.139 0.071
C -2.188 2.898 0.095
C 3.218 -0.201 0.896
C -3.433 2.422 0.454
C -2.971 0.342 -0.682
C 1.398 1.526 0.941
C 3.082 -2.599 0.839
C -5.700 -0.496 0.224
C 1.967 -3.620 0.634
C 1.876 3.895 0.714
C 2.229 -4.955 -1.387
C 1.853 -2.594 -1.547
C -7.695 -1.660 0.616
C 3.767 2.252 0.743
H 3.330 -2.491 1.897
H -4.104 3.040 1.033
H 1.693 -0.463 -1.332
H 3.991 -2.920 0.315
H 1.462 4.778 0.226
H 2.690 1.124 -0.723
H 2.268 -4.579 1.058
H 2.876 -2.570 -1.961
H 3.957 4.392 0.470
H -7.176 -2.508 1.065
H 1.848 -5.047 -2.404
H 1.950 -5.850 -0.833
H -7.858 -1.867 -0.444
H 0.644 -1.391 -0.246
H -1.049 0.240 -1.637
H 3.858 2.300 1.830
H 1.073 -3.284 1.171
H -1.859 3.886 0.375
H -8.641 -1.479 1.119
H 3.234 3.537 -0.903
H 3.328 -4.893 -1.434
H 1.457 1.573 2.033
H 1.152 -2.586 -2.387
H 4.752 2.009 0.340
H -5.656 1.369 0.984
H -3.282 -0.645 -0.981
H 0.636 0.796 0.662
H 1.901 4.057 1.796



Which of them is the most stable? Correct choice: <one>.



<one>
11
Properties=species:S:1:pos:R:3 method="wB97M-V/def2-TZVPD" homo_energy_ev=2.16 charge=-2 orbital_gap_ev=5.28
O -1.104 0.453 -1.487
O -1.153 1.232 0.701
O 1.026 1.486 1.099
O 1.203 -0.198 -1.257
N 0.324 0.714 -1.009
N 0.376 -1.777 0.736
C 0.092 1.141 0.358
H 0.821 -1.351 -0.273
H -1.573 0.925 -0.682
H 0.583 -1.008 1.340
H -0.596 -1.619 0.474



<two>
11
Properties=species:S:1:pos:R:3 method="wB97M-V/def2-TZVPD" homo_energy_ev=1.27 charge=-2 orbital_gap_ev=6.32
O 0.080 -1.320 -1.393
O 1.715 0.633 1.005
O 0.335 -1.404 0.845
O 0.688 1.511 -0.975
N -1.378 0.281 0.165
N 1.277 0.343 -0.370
C 0.206 -0.821 -0.269
H -0.280 1.213 -0.593
H 1.121 -0.198 1.198
H -1.644 -0.376 0.884
H -2.122 0.139 -0.498



Which of them is the most stable? Correct choice: <one>.



<one>
27
Properties=species:S:1:pos:R:3 method="wB97M-V/def2-TZVPD" homo_energy_ev=-6.61 charge=0 orbital_gap_ev=7.23
N -0.114 -0.222 0.829
N 0.753 -2.386 -0.943
N 0.015 -0.120 -1.509
C 2.311 -0.585 -0.548
C -0.569 0.924 -0.510
C 0.539 0.447 1.926
C -1.049 -1.229 1.273
C 0.087 2.143 -0.612
C -2.086 0.947 -0.518
C 0.937 -1.132 -0.803
H 1.353 -0.161 2.341
H 2.294 0.450 -0.220
H -0.531 -2.008 1.848
H 0.509 0.412 -2.228
H 1.160 2.199 -0.746
H -0.399 3.027 -0.224
H -1.517 -1.736 0.427
H -2.532 -0.046 -0.462
H -0.157 0.678 2.747
H -1.851 -0.818 1.903
H 2.909 -0.664 -1.462
H 2.786 -1.195 0.217
H 0.955 1.393 1.567
H -0.179 -2.643 -1.259
H -0.735 -0.631 -1.972
H -2.431 1.507 0.351
H -2.457 1.448 -1.414



<two>
27
Properties=species:S:1:pos:R:3 method="wB97M-V/def2-TZVPD" homo_energy_ev=-8.09 charge=0 orbital_gap_ev=8.93
N 2.808 1.178 -0.738
N 0.735 0.202 0.661
N 3.070 0.906 1.521
C 2.339 0.805 0.385
C -2.167 1.485 -0.858
C -2.547 -0.987 -0.523
C 0.479 -0.707 1.768
C 0.099 -0.005 -0.557
C -1.732 0.227 -0.137
C 0.404 -1.316 -1.256
H -1.808 0.382 0.939
H 0.198 -2.185 -0.630
H -1.604 2.356 -0.512
H 1.178 -1.547 1.811
H -3.615 -0.840 -0.309
H 4.017 1.265 1.466
H -0.510 -1.162 1.855
H 0.267 0.803 -1.275
H -2.467 -1.203 -1.593
H -3.235 1.695 -0.698
H 2.775 0.321 2.288
H -2.237 -1.874 0.036
H 0.592 -0.139 2.696
H 1.463 -1.322 -1.541
H -2.034 1.382 -1.941
H -0.172 -1.395 -2.182
H 3.703 1.675 -0.675



Which of them is the most stable? Correct choice: <two>.



<one>
8
Properties=species:S:1:pos:R:3 method="wB97M-V/def2-TZVPD" smiles=F[C@@H](Cl)C(Cl)Cl homo_energy_ev=-11.19 charge=0 orbital_gap_ev=11.85
Cl 0.789 1.616 1.153
Cl -1.391 -0.833 1.467
Cl -0.599 -1.603 -1.291
F -0.834 1.372 -0.870
C 0.189 0.740 -0.280
C -0.080 -0.710 0.172
H 0.810 -1.266 0.503
H 1.116 0.684 -0.855



<two>
8
Properties=species:S:1:pos:R:3 method="wB97M-V/def2-TZVPD" smiles=FCC(Cl)(Cl)Cl homo_energy_ev=-10.97 charge=0 orbital_gap_ev=11.42
Cl -1.107 -1.669 0.686
Cl 1.205 -1.311 -0.993
Cl -1.485 -0.048 -1.578
F -0.622 1.352 0.968
C 0.289 0.669 0.414
C -0.189 -0.546 -0.285
H 0.761 1.264 -0.331
H 1.148 0.287 1.120



Which of them is the most stable? Correct choice: <one>.



<one>
22
Properties=species:S:1:pos:R:3 method="wB97M-V/def2-TZVPD" homo_energy_ev=-13.99 charge=+1 orbital_gap_ev=11.23
O 0.055 0.863 1.746
N -0.735 0.314 -2.551
N -1.079 -0.839 -0.527
N 0.982 0.063 -1.100
C 0.730 0.152 2.826
C -0.314 -0.116 -1.359
C -2.180 0.263 -2.835
C 2.077 -0.414 2.411
H -2.086 -0.738 -0.503
H 1.660 0.430 -1.750
H -2.819 0.601 -2.029
H 2.817 0.314 2.092
H -0.096 0.386 -3.314
H 0.832 0.842 3.664
H -0.216 1.713 2.140
H -2.454 -0.771 -3.072
H -0.560 -0.971 0.313
H 2.361 -1.109 3.201
H -2.325 0.829 -3.748
H 1.362 -0.010 -0.159
H 0.071 -0.712 2.997
H 1.915 -1.089 1.557



<two>
22
Properties=species:S:1:pos:R:3 method="wB97M-V/def2-TZVPD" homo_energy_ev=-12.03 charge=+1 orbital_gap_ev=8.37
O 3.243 0.620 2.957
N -2.729 0.680 -3.051
N 0.991 -0.189 2.034
N -1.031 0.488 -1.444
C -0.096 -1.234 0.010
C -1.659 0.141 -2.630
C 0.190 -0.184 -1.029
C -0.313 -0.530 1.358
H 1.708 -0.911 1.952
H -1.447 1.317 -1.050
H 0.655 -0.547 -1.968
H 1.011 0.456 -0.643
H -2.926 1.584 -2.595
H -1.405 -0.795 -3.189
H 3.189 1.581 2.960
H -0.938 -1.027 2.117
H 0.894 0.054 3.019
H 0.609 -2.068 0.129
H -1.026 -1.837 -0.125
H 3.596 0.411 3.833
H -0.914 0.370 1.154
H 1.455 0.551 1.507



Which of them is the most stable? Correct choice: <one>.



<one>
13
Properties=species:S:1:pos:R:3 method="wB97M-V/def2-TZVPD" homo_energy_ev="-9.37 / -15.61" charge=+1 orbital_gap_ev="5.28 / 8.16" s2=2.007 multiplicity=3
Si -0.444 1.881 1.477
O -0.216 -1.696 -2.596
O 1.539 -0.497 0.881
N 0.320 -1.273 -1.383
N 0.276 -0.038 0.522
C -0.228 -0.462 -0.556
H 1.597 -0.752 1.842
H 0.103 3.029 0.674
H 1.094 -1.944 -1.225
H -1.098 0.210 -0.840
H -1.791 1.489 1.216
H 0.070 1.815 2.803
H -1.221 -1.763 -2.815



<two>
13
Properties=species:S:1:pos:R:3 method="wB97M-V/def2-TZVPD" homo_energy_ev="-9.55 / -14.77" charge=+1 orbital_gap_ev="5.03 / 7.83" s2=2.006 multiplicity=3
Si 2.557 0.446 -0.177
O -3.010 0.592 -0.470
O 0.198 -1.313 0.888
N -1.931 -0.182 -0.176
N 0.382 -0.147 0.233
C -0.711 0.359 -0.209
H 2.776 0.236 -1.724
H -2.144 -0.707 0.710
H 0.969 -1.454 1.461
H -3.768 -0.115 -0.493
H 2.414 1.739 0.196
H 2.983 -0.589 0.793
H -0.715 1.134 -1.032



Which of them is the most stable? Correct choice: <two>.